(1)
Computed, not measured: 2 unconnected molecules or ions with the total composition C6H6BrN3O3, with ωB97M-V/def2-TZVPD.

Calculated values
E_LUMO (alpha / beta): -1.547 / -1.546 eV
Net charge: 0

```
19
Properties=species:S:1:pos:R:3:forces:R:3
C -0.8202 -1.7287 -0.8217 -0.0013 0.7957 0.9127
C -0.0930 -2.8700 -0.5067 0.6772 -0.3894 0.9263
C -0.7555 -0.8850 0.2954 0.1438 -1.1098 -0.9367
C 0.3629 -2.6797 0.7887 -1.0397 0.8431 -1.6584
C -1.4713 0.3070 0.4870 -0.7036 1.0755 -0.6270
C 0.3446 4.0757 -1.1206 0.3435 0.7570 -0.3980
N -0.4050 1.8391 -1.2272 -0.3989 -1.5216 -0.2534
N -0.0954 2.7938 -0.5938 0.1577 0.6635 1.1818
N 1.1008 -3.5437 1.6198 0.5683 -0.4922 0.7007
O 1.4375 -4.6104 1.1317 -0.0906 0.0867 -0.0705
O 1.3594 -3.1695 2.7470 -0.0613 0.0224 -0.0522
O -0.0148 -1.4901 1.2643 0.5044 -0.4456 0.3762
Br -0.9606 1.2432 2.0277 0.1755 0.0166 0.3107
H -1.3312 -1.5004 -1.7330 -0.1821 0.0729 -0.1648
H 0.0850 -3.7418 -1.1030 0.0415 -0.1573 -0.0811
H -0.2507 4.8709 -0.6715 -0.0334 -0.0382 -0.0174
H 1.3903 4.2297 -0.8463 -0.0604 -0.0354 0.0084
H 0.2419 4.0775 -2.2047 -0.0440 -0.0794 0.1198
H -0.1247 2.7823 0.4667 0.0033 -0.0644 -0.2769
```
Positions in Å, forces in eV/Å.

For each atom in turn, the Löwdin charge in e is:
1. C 0.02
2. C 0.05
3. C -0.46
4. C -0.20
5. C -0.43
6. C -0.05
7. N 0.13
8. N -0.26
9. N -0.34
10. O 0.09
11. O 0.12
12. O 0.07
13. Br 0.74
14. H 0.12
15. H 0.12
16. H 0.09
17. H 0.09
18. H 0.09
19. H 0.03

(2)
Computed, not measured: a molecular structure, C6H6CdO, with ωB97M-V/def2-TZVPD.

Calculated values
E_LUMO: -0.550 eV
Energy relative to the best compared isomer or geometry (same formula, charge and spin): 8.23 kJ/mol
Net charge: 0

```
14
Properties=species:S:1:pos:R:3:forces:R:3
Cd 1.5238 1.5659 -0.5164 -0.3814 -0.2219 0.2570
C -1.1589 -0.1246 -0.9299 0.0103 0.0796 0.0325
C -0.3196 -1.2228 -0.8073 -0.0442 0.0086 0.0018
C 0.4659 -1.3792 0.3262 0.0449 0.0310 0.0905
C 0.4225 -0.4308 1.3432 0.0680 0.0253 -0.0872
C -0.4022 0.6913 1.2152 0.1457 0.0219 -0.0463
C -1.1983 0.8376 0.0772 0.0298 0.0330 -0.1357
H -1.7589 0.0001 -1.8208 -0.0160 0.0114 0.0131
H -0.2559 -1.9448 -1.6096 -0.0293 -0.0174 0.0125
H 1.1351 -2.2251 0.4032 -0.0190 -0.0100 0.0430
H 1.0350 -0.5467 2.2274 0.0089 -0.0269 -0.0085
H -0.4429 1.4316 2.0044 -0.0258 -0.0297 0.0245
H -1.8388 1.7048 -0.0182 -0.0313 -0.0259 -0.0219
O 2.7931 1.6426 -1.8945 0.2393 0.1210 -0.1752
```
Positions in Å, forces in eV/Å.

For each atom in turn, the Löwdin charge in e is:
1. Cd 1.17
2. C -0.11
3. C -0.09
4. C -0.10
5. C -0.14
6. C -0.19
7. C -0.15
8. H 0.11
9. H 0.11
10. H 0.11
11. H 0.11
12. H 0.10
13. H 0.11
14. O -1.03

(3)
Computed, not measured: a molecular structure, C6H6Cl2GaN2O3Ru, with ωB97M-V/def2-TZVPD.

Calculated values
E_LUMO (alpha / beta): -19.284 / -19.914 eV
Energy relative to the best compared isomer or geometry (same formula, charge and spin): 607.38 kJ/mol
Multiplicity: 6
Net charge: +4

```
21
Properties=species:S:1:pos:R:3:forces:R:3
Ga 2.9105 -0.3965 -0.8078 -1.2934 -0.8000 -0.5123
Ru 0.3109 0.1383 -0.0188 1.7637 1.3022 -0.5130
Cl 2.3311 -2.3516 -1.5132 0.5900 1.3465 0.6557
Cl 2.4134 1.3736 0.5862 -0.0184 -0.9735 -0.6898
C 0.0929 0.0800 1.7928 -1.8691 1.1248 8.7429
C 5.0877 0.0470 -0.7659 3.0537 -5.3099 -2.3834
C 6.2083 0.9531 -0.5077 4.3062 7.8334 1.7446
O -0.1066 0.1855 2.9344 1.0345 -0.7817 -4.9410
O 5.4465 -1.0645 -1.2486 -1.4063 4.0588 1.8413
O 6.8783 1.8972 -0.2863 -4.2138 -6.6967 -1.4879
C -3.9711 -0.3461 -0.9645 -0.6269 -0.6894 -0.1544
N -2.9711 -0.0398 0.0474 -3.1190 -0.5732 1.2997
C -3.5513 0.2985 1.3486 -0.1533 0.2248 0.0583
C -1.6934 -0.2332 -0.2083 3.0351 -1.0704 -3.3906
N -0.9992 -0.6610 -1.1779 -2.9411 0.0396 -0.0038
H -4.9261 -0.5571 -0.4651 0.3066 0.2517 -0.1517
H -3.7167 -1.2051 -1.5869 0.5103 0.0177 -0.1546
H -4.1028 0.5183 -1.6231 0.0457 0.3818 -0.2497
H -3.1593 -0.3382 2.1426 0.2177 -0.1064 0.0808
H -3.3006 1.3333 1.5575 0.3080 0.5328 0.2887
H -4.6464 0.2373 1.3093 0.4698 -0.1128 -0.0800
```
Positions in Å, forces in eV/Å.

For each atom in turn, the Löwdin charge in e is:
1. Ga 0.21
2. Ru 1.06
3. Cl 0.41
4. Cl 0.39
5. C -0.25
6. C -0.05
7. C 0.25
8. O 0.25
9. O 0.32
10. O 0.51
11. C 0.10
12. N -0.02
13. C 0.09
14. C -0.28
15. N 0.11
16. H 0.14
17. H 0.15
18. H 0.17
19. H 0.15
20. H 0.15
21. H 0.14

(4)
Computed, not measured: C6H6Cl6O3 in the gas phase, with ωB97M-V/def2-TZVPD.

Calculated values
E_LUMO: 0.523 eV
SMILES string: ClC(Cl)[C@H]1O[C@@H](C(Cl)Cl)O[C@@H](C(Cl)Cl)O1
Net charge: 0

```
21
Properties=species:S:1:pos:R:3:forces:R:3
Cl -1.9750 -3.4023 -0.6912 -0.3741 0.9217 0.1098
C -1.7655 -1.5873 -0.7446 1.6762 -0.9982 -1.4019
Cl -1.6760 -1.1322 -2.5263 -0.0839 0.0220 1.4565
C -0.3719 -1.3623 0.0427 0.1622 1.0468 -0.4558
O -0.7350 -0.8210 1.2877 0.6422 2.2910 1.2205
C -0.5524 0.6394 1.4809 0.9452 -1.5588 -5.3643
C -1.3503 1.4136 0.3260 0.8000 0.9646 1.7136
Cl -3.0992 1.2923 0.5479 0.1737 -0.1157 -0.0776
Cl -0.8422 3.1610 0.4929 -0.5480 -0.6229 -0.1042
O 0.8633 1.0182 1.1269 -0.5248 -0.9032 0.2240
C 1.5744 0.1043 0.2512 -1.2951 -3.3934 1.6071
C 2.7374 0.6845 -0.5499 -1.7051 0.9757 -0.6048
Cl 2.0095 1.9946 -1.4992 0.2351 0.4544 -0.3706
Cl 3.5464 -0.4596 -1.6196 -0.2121 -0.1690 0.4679
O 0.6646 -0.6174 -0.6556 -0.5889 1.1863 1.1271
H -2.6343 -1.1024 -0.2853 0.5180 -0.1961 -0.1641
H 0.0735 -2.3267 0.2319 -0.1841 -0.3912 0.2031
H -0.9626 0.9294 2.4321 0.7669 -0.0187 0.6057
H -1.0299 1.1283 -0.6668 -0.1452 -0.2816 -0.0805
H 2.0625 -0.6763 0.9191 -0.6521 0.6251 -0.5648
H 3.4628 1.1220 0.0995 0.3942 0.1611 0.4534
```
Positions in Å, forces in eV/Å.

For each atom in turn, the Löwdin charge in e is:
1. Cl 0.56
2. C -0.89
3. Cl 0.55
4. C -0.40
5. O -0.05
6. C -0.23
7. C -0.97
8. Cl 0.64
9. Cl 0.59
10. O -0.12
11. C -0.40
12. C -1.00
13. Cl 0.64
14. Cl 0.64
15. O -0.12
16. H 0.02
17. H 0.12
18. H 0.15
19. H 0.04
20. H 0.17
21. H 0.06

(5)
Computed, not measured: C6H6ClN in the gas phase, with ωB97M-V/def2-TZVPD.

Calculated values
E_LUMO: 0.805 eV
Energy relative to the best compared isomer or geometry (same formula, charge and spin): 0.90 kJ/mol
SMILES string: Cc1ccc(Cl)nc1
Net charge: 0

```
14
Properties=species:S:1:pos:R:3:forces:R:3
C -2.1290 -0.2024 0.0007 -0.0640 0.5446 0.7196
C -0.6251 -0.1362 0.0070 0.1925 -0.2918 -0.2649
C 0.0633 1.0731 -0.0108 0.0852 0.4375 0.1155
C 1.4555 1.0855 0.0008 -0.4951 -0.7605 -0.0274
C 2.1026 -0.1513 -0.0007 -0.3092 -0.1353 0.0770
Cl 3.8497 -0.1773 0.0008 -0.1881 -0.0242 0.0034
N 1.4850 -1.3211 -0.0001 0.1214 0.5822 -0.0487
C 0.1494 -1.2971 0.0002 0.0888 0.3597 -0.0282
H -2.4752 -1.2337 -0.0057 -0.0461 0.0089 0.0942
H -2.5211 0.3196 0.9087 0.1463 -0.5079 -0.6627
H -2.5550 0.3034 -0.8666 0.0624 0.0033 -0.0232
H -0.5038 2.0175 -0.0233 0.3749 -0.4614 0.0226
H 2.0295 1.9858 0.0142 0.1640 0.4087 -0.0430
H -0.3258 -2.2658 -0.0253 -0.1328 -0.1637 0.0658
```
Positions in Å, forces in eV/Å.

For each atom in turn, the Löwdin charge in e is:
1. C -0.06
2. C -0.27
3. C -0.03
4. C -0.09
5. C -0.73
6. Cl 0.64
7. N 0.05
8. C -0.10
9. H 0.07
10. H 0.10
11. H 0.08
12. H 0.13
13. H 0.09
14. H 0.11

(6)
Computed, not measured: C6H6ClN3 in the gas phase, with ωB97M-V/def2-TZVPD.

Calculated values
E_LUMO: 0.799 eV
Energy relative to the best compared isomer or geometry (same formula, charge and spin): 266.59 kJ/mol
SMILES string: Cn1nc(Cl)c2[nH]ccc21
Net charge: 0

```
16
Properties=species:S:1:pos:R:3:forces:R:3
C -0.9047 1.7471 1.6503 -0.5295 2.2526 -0.7011
N -0.6359 0.5460 0.9182 0.4185 1.0038 0.0718
N -0.9824 -0.5668 1.5059 -0.6493 -2.7107 0.4383
C -0.5732 -1.6552 0.7801 -1.1342 1.0719 1.0059
Cl -1.2039 -3.1995 1.1556 -0.0314 -0.4577 0.4958
C 0.1540 -1.3800 -0.3083 0.2170 7.1200 -0.1954
N 0.8572 -1.5384 -1.4257 0.7862 -1.4666 -1.4719
C 1.2260 -0.3451 -2.0544 -0.0679 1.0046 1.2121
C 0.7373 0.8235 -1.3198 2.4554 0.0873 -1.8174
C 0.0796 0.4584 -0.1662 0.9224 -7.2380 -1.8619
H -0.7800 1.4953 2.6899 0.4859 0.3946 0.3646
H -0.2556 2.6219 1.2398 -1.0021 -1.6730 1.0316
H -1.9745 2.0468 1.5498 0.6977 -0.2109 -0.1619
H 1.1127 -2.4983 -1.7952 -0.3821 1.9420 0.4945
H 1.9921 -0.4132 -2.8865 -1.3807 0.3249 1.1285
H 1.1513 1.8575 -1.5336 -0.8060 -1.4449 -0.0334
```
Positions in Å, forces in eV/Å.

For each atom in turn, the Löwdin charge in e is:
1. C -0.02
2. N -0.24
3. N 0.04
4. C -0.76
5. Cl 0.66
6. C -0.15
7. N 0.00
8. C -0.09
9. C -0.07
10. C -0.08
11. H 0.08
12. H 0.13
13. H 0.09
14. H 0.19
15. H 0.12
16. H 0.11

Values for E, a.u., ordered as above
-3195.92639; -475.06437; -3505.35481; -3219.03656; -747.18651; -856.55324
Values for molar mass, g/mol, ordered as above
248.04; 206.53; 395.82; 338.83; 127.57; 155.59